The following is a quantum chemistry calculation of C24H29N3O6S in the gas phase, from OMol25.

Structure (SMILES) = CCN(CC)C(=O)Cn1cc(S(=O)(=O)CC(=O)Nc2cc(OC)ccc2OC)c2ccccc21
E_HOMO = -7.9 eV
Energy = -52949.388 eV
Energy above the lowest of the compared OMol25 structures with the same formula, charge and spin = 97.4 kJ/mol
HOMO-LUMO gap = 8.397 eV

Last column: Mulliken charge in e.
CARTESIAN COORDINATES (ANGSTROEM)
C (-2.6650, -0.4007, 3.5806)  -1.29
H (-2.1285, -1.3288, 3.3988)  0.28
H (-3.6808, -0.6509, 3.8767)  0.37
H (-2.1847, 0.1250, 4.4012)  0.42
C (-2.6683, 0.4826, 2.3321)  -0.11
N (-3.3152, -0.1704, 1.2125)  0.37
C (-2.7217, -0.9919, 0.3269)  0.13
O (-3.3449, -1.6024, -0.5207)  -0.70
C (-1.1888, -1.1325, 0.3897)  -0.20
N (-0.5142, 0.1006, 0.0819)  1.51
C (0.4593, 0.6817, 0.8311)  -1.28
C (0.8558, 1.8596, 0.2602)  0.01
C (0.0973, 2.0260, -0.9323)  0.21
C (0.0611, 3.0020, -1.9254)  -0.38
C (-0.8000, 2.8181, -2.9827)  -0.78
C (-1.6196, 1.6884, -3.0669)  -0.99
C (-1.6122, 0.7140, -2.0919)  -1.15
C (-0.7478, 0.8928, -1.0171)  0.20
H (-2.2520, -0.1514, -2.1612)  0.66
H (-2.2746, 1.5778, -3.9180)  0.48
H (-0.8456, 3.5555, -3.7696)  0.41
H (0.6900, 3.8749, -1.8531)  0.48
S (2.1959, 2.8484, 0.8414)  1.43
O (1.7958, 4.2183, 1.0021)  -0.77
O (2.7576, 2.1735, 1.9870)  -0.67
C (3.4559, 2.7497, -0.4971)  -1.03
C (3.2165, 1.4114, -1.1516)  0.41
O (2.8672, 1.3008, -2.3073)  -0.61
N (3.3756, 0.3865, -0.2760)  -0.06
C (2.8606, -0.9103, -0.3826)  -0.61
C (2.0774, -1.3205, -1.4503)  0.18
C (1.5166, -2.5933, -1.4561)  -0.07
C (1.7639, -3.4523, -0.3889)  -0.85
C (2.5558, -3.0495, 0.6716)  -0.44
C (3.1109, -1.7796, 0.6930)  0.92
O (3.8909, -1.2687, 1.6988)  -0.46
C (4.1392, -2.0716, 2.8253)  -1.00
H (4.7423, -1.4587, 3.4930)  0.27
H (3.2112, -2.3528, 3.3336)  0.39
H (4.6963, -2.9756, 2.5591)  0.36
H (2.7329, -3.7409, 1.4796)  0.41
H (1.3287, -4.4382, -0.4042)  0.46
O (0.7056, -3.0688, -2.4397)  -0.47
C (0.4314, -2.2359, -3.5436)  -0.62
H (-0.2290, -2.8150, -4.1869)  0.26
H (1.3443, -1.9825, -4.0902)  0.36
H (-0.0742, -1.3139, -3.2392)  0.13
H (1.9119, -0.6281, -2.2566)  0.80
H (3.6789, 0.6148, 0.6661)  0.36
H (4.4228, 2.8282, -0.0090)  0.52
H (3.2997, 3.5652, -1.1958)  0.48
H (0.8286, 0.2317, 1.7325)  0.67
H (-0.8655, -1.4758, 1.3738)  0.51
H (-0.9250, -1.8989, -0.3483)  -0.09
C (-4.7505, 0.0343, 1.0847)  -0.78
C (-5.0555, 1.2842, 0.2654)  -1.06
H (-4.6264, 2.1699, 0.7290)  0.30
H (-4.6388, 1.1815, -0.7331)  0.23
H (-6.1302, 1.4200, 0.1840)  0.42
H (-5.1651, -0.8428, 0.5836)  0.44
H (-5.1841, 0.1127, 2.0838)  0.39
H (-1.6497, 0.7701, 2.0753)  -0.24
H (-3.2203, 1.4020, 2.5410)  0.48